1.
Formula: C4H5NO2
Source: the Open Molecules 2025 dataset
Level of theory: ωB97M-V/def2-TZVPD

```
12
Properties=species:S:1:pos:R:3:forces:R:3
C -0.8221 0.3673 -0.7089 -2.906 -0.168 5.870
C 0.4872 -0.0587 -0.2295 2.674 -2.284 0.473
C 1.1207 -1.0772 -0.9417 -0.687 -2.044 -1.446
C 0.9670 0.2982 1.2399 -0.241 0.186 -0.110
H -2.3920 1.2490 -0.1222 -0.082 -0.271 1.637
H -1.2541 0.8084 1.3932 -1.786 0.056 -2.919
H 0.3990 -1.7191 -1.7092 1.822 2.431 1.608
H 2.1950 -1.6777 -1.0230 -2.713 2.201 1.346
H 2.1204 0.2148 1.2345 -1.528 0.107 0.760
N -1.7235 0.6487 0.3886 2.467 0.715 0.325
O -1.3508 0.3743 -1.7538 0.379 -0.101 -4.382
O 0.2532 0.5720 2.2320 2.600 -0.829 -3.162
```
Positions in Å, forces in eV/Å.

Results
SMILES string: C=C(C=O)C(N)=O
Frontier orbital gap (eV): 9.023
LUMO energy (eV): -0.8
2S+1: 1
Relative energy (zero: lowest compared OMol25 entry of this formula, charge and spin) (kcal per mole): 72.3


2.
Formula: C17H29Br2N2O3
Source: the Open Molecules 2025 dataset
Level of theory: ωB97M-V/def2-TZVPD

```
53
Properties=species:S:1:pos:R:3:forces:R:3
C 0.8940 -2.0675 1.6909 0.094 -0.274 0.067
C 0.3591 -2.8069 0.4579 -0.111 0.187 -0.085
C -0.4924 -1.9573 -0.5069 0.314 0.171 0.554
C 0.0775 -1.9378 -1.9171 -0.232 -0.196 -0.546
C -0.9555 -1.6263 -3.0004 -0.202 0.581 0.790
C -1.8026 -0.3839 -2.6806 -0.034 -0.238 -0.469
C -1.0168 0.9303 -2.5061 -0.113 0.182 0.016
C -1.0832 1.5269 -1.1361 -0.943 -0.303 0.289
C -2.1230 1.4025 -0.2591 0.925 0.302 -0.392
N -1.7841 2.1192 0.8635 0.304 0.214 -0.152
C -0.5708 2.6873 0.7137 0.323 -0.039 -0.357
C 0.0351 3.5281 1.7610 0.006 0.046 0.598
C 0.5333 2.7906 3.0320 -0.332 -0.263 0.253
C -0.1770 1.4816 3.3784 0.128 0.205 0.191
N -0.1216 2.3571 -0.5322 -0.171 -0.349 0.377
C 1.0617 2.7833 -1.2052 -0.078 -0.678 0.166
Br 1.1780 4.8565 -1.2900 -0.105 0.427 -0.187
C 2.3886 2.1773 -0.7919 -0.087 0.062 0.065
C 2.3309 0.6757 -0.5341 -0.035 -0.052 -0.142
Br 3.3060 3.0957 0.7135 0.100 -0.033 -0.003
H 1.9363 -2.3415 1.8422 0.124 0.044 0.138
H 0.3802 -2.3449 2.6089 -0.197 0.021 0.030
H 0.8571 -0.9816 1.5972 -0.025 0.143 -0.095
H 1.2194 -3.1693 -0.0972 0.068 -0.202 -0.098
H -0.2042 -3.6923 0.7415 0.153 -0.232 0.040
H -1.5237 -2.3065 -0.5246 -0.086 -0.256 -0.065
H -0.5389 -0.9479 -0.0855 -0.090 0.209 -0.174
H 0.4751 -2.9304 -2.1196 0.087 -0.109 -0.059
H 0.9160 -1.2497 -2.0222 0.172 0.093 0.227
H -0.4954 -1.4667 -3.9738 0.133 -0.280 -0.154
H -1.6476 -2.4648 -3.0302 -0.025 -0.156 -0.344
H -2.4765 -0.2402 -3.5238 -0.192 0.004 -0.018
H -2.4345 -0.6239 -1.8310 0.019 0.184 0.221
H -1.4579 1.6584 -3.1876 0.141 0.188 -0.130
H 0.0119 0.7951 -2.8371 0.153 -0.095 0.107
H -3.0343 0.8535 -0.3671 -0.141 -0.081 0.126
H -2.3053 2.2382 1.7134 -0.185 -0.182 -0.038
H 0.8365 4.1444 1.3758 0.038 0.016 -0.239
H -0.7478 4.2185 2.0886 -0.115 0.108 -0.077
H 0.3530 3.4685 3.8648 0.175 0.173 0.083
H 1.6033 2.6158 3.0112 0.127 0.019 -0.358
H 0.3799 0.9674 4.1562 0.051 -0.072 0.118
H -1.1657 1.6780 3.7960 -0.201 -0.104 -0.127
H -0.2545 0.7892 2.5462 -0.028 -0.048 -0.119
H 0.9115 2.5085 -2.2383 0.028 0.196 -0.205
H 3.0519 2.3554 -1.6284 0.174 0.283 0.001
H 1.3111 0.3223 -0.4234 -0.103 -0.077 0.197
H 2.7570 0.1587 -1.3894 0.008 -0.113 -0.114
H 2.9043 0.3713 0.3343 -0.003 0.033 0.148
C -0.9182 -6.4992 0.8139 0.068 -0.544 1.144
O -1.0984 -5.8365 -0.2483 -0.056 0.314 -0.385
O -1.6785 -7.4710 1.1585 -0.015 0.242 -0.433
O 0.0398 -6.2091 1.6277 -0.010 0.328 -0.382
```
Positions in Å, forces in eV/Å.

Results
Frontier orbital gap (eV): 1.419
LUMO energy (eV): 0.4
Charge: -1
2S+1: 1
Relative energy (zero: lowest compared OMol25 entry of this formula, charge and spin) (kcal per mole): 0.0


3.
Formula: C13H28FO6PS2
Source: the Open Molecules 2025 dataset
Level of theory: ωB97M-V/def2-TZVPD

```
51
Properties=species:S:1:pos:R:3:forces:R:3
O -2.2876 3.2016 -0.9628 0.201 -0.060 -0.108
C -2.4458 2.6383 0.0770 -0.189 -0.045 0.007
O -3.2358 1.5513 0.2438 0.500 -0.096 0.374
C -2.7737 0.3274 -0.3842 -0.035 0.047 -0.528
C -2.1593 -0.6245 0.6342 -0.063 0.226 0.047
C -0.6388 -0.5426 0.7852 -0.014 -0.001 0.095
C 0.1597 -1.2909 -0.2868 0.026 0.100 0.003
P 0.5601 -0.2888 -1.8400 0.057 -0.044 0.020
F 0.9039 0.6782 -3.1972 0.013 -0.002 0.029
H -1.9677 2.9665 1.0144 -0.241 0.073 0.021
H -2.0669 0.6126 -1.1710 -0.087 -0.070 -0.009
H -3.6348 -0.1145 -0.8850 -0.054 0.070 0.156
H -2.6137 -0.3813 1.5982 -0.111 -0.166 -0.075
H -2.4489 -1.6478 0.3863 0.057 0.016 0.097
H -0.3226 0.5131 0.8060 -0.035 -0.061 0.036
H -0.3853 -0.9447 1.7684 0.011 -0.027 -0.061
H 1.1282 -1.5907 0.1288 -0.070 -0.001 0.033
H -0.3740 -2.2095 -0.5555 0.110 0.015 -0.015
H 1.8760 -0.7555 -1.9120 -0.003 -0.045 -0.057
H 0.3205 0.9250 -1.1714 -0.025 0.011 -0.027
H -0.3787 -0.9423 -2.6499 -0.078 0.089 0.021
C 1.2881 -5.0848 2.2503 -0.017 0.016 0.014
C 0.8583 -5.5199 3.6583 -0.015 0.014 -0.009
C -0.5499 -4.9651 3.8972 0.072 -0.047 0.069
S -1.3217 -4.8539 2.2735 0.000 -0.027 -0.005
O -1.5632 -3.4626 1.9723 0.009 0.029 -0.011
O -2.3915 -5.8081 2.1572 -0.014 0.012 -0.014
C 0.1073 -5.3957 1.3381 0.085 -0.023 -0.006
H 2.1881 -5.6029 1.9226 0.004 0.005 0.008
H 1.4945 -4.0122 2.2356 -0.003 0.000 -0.009
H 0.8414 -6.6098 3.7142 -0.009 -0.001 -0.016
H 1.5497 -5.1627 4.4198 0.003 -0.014 0.002
H -1.1730 -5.6044 4.5175 -0.023 0.019 -0.006
H -0.5337 -3.9560 4.3047 -0.017 0.017 -0.042
H 0.1141 -4.8642 0.3891 -0.046 0.010 0.006
H -0.0071 -6.4662 1.1688 -0.007 0.002 0.003
C 0.1844 5.3015 -2.1764 0.017 0.005 -0.017
C 0.8180 4.0505 -1.5574 0.051 -0.021 -0.006
C 2.1765 3.8413 -2.2328 -0.053 -0.079 0.065
S 2.7431 5.4784 -2.7238 0.017 0.011 -0.008
O 2.8142 5.5389 -4.1622 0.014 0.000 -0.004
O 3.8825 5.8708 -1.9324 0.002 0.002 0.000
C 1.2797 6.3621 -2.1842 -0.095 -0.001 0.037
H -0.6891 5.6279 -1.6152 -0.009 -0.021 -0.005
H -0.1364 5.0886 -3.1981 0.005 0.006 -0.002
H 0.9554 4.2054 -0.4840 -0.001 0.013 -0.006
H 0.1807 3.1804 -1.6908 -0.015 -0.002 -0.010
H 2.9305 3.4127 -1.5767 0.028 0.021 -0.022
H 2.0956 3.2426 -3.1377 -0.014 0.030 -0.040
H 1.1106 7.1889 -2.8701 0.046 -0.008 -0.018
H 1.4855 6.7399 -1.1826 0.013 0.001 -0.005
```
Positions in Å, forces in eV/Å.

Results
SMILES string: O=COCCCC[PH3]F.O=S1(=O)CCCC1.O=S1(=O)CCCC1
Frontier orbital gap (eV): 10.402
LUMO energy (eV): 0.4
2S+1: 1


4.
Formula: C22H52F4INO9P
Source: the Open Molecules 2025 dataset
Level of theory: ωB97M-V/def2-TZVPD

```
90
Properties=species:S:1:pos:R:3:forces:R:3
O -2.0474 -1.0159 2.4794 1.683 -6.229 -2.743
C -1.4824 -2.1854 2.1286 3.785 3.871 5.204
O -0.2010 -2.5418 2.8233 -6.450 0.649 -4.352
C -2.0464 -3.2290 0.9970 0.232 -0.978 0.278
N -1.5632 -2.8417 -0.4103 1.130 -1.590 0.074
P 0.2171 -2.6775 -0.4696 0.059 1.707 -0.317
O 0.7593 -2.6361 -2.1601 -3.006 -2.229 1.216
I 1.3281 -4.7480 0.4026 -0.322 -0.443 -0.370
C -3.6773 -3.3903 0.9497 -0.648 1.377 -1.385
F -4.1503 -2.6656 -0.2787 0.802 -1.785 3.473
F -4.3991 -2.8254 2.1140 1.967 -1.900 -3.415
C -4.1946 -4.9543 0.7701 -0.962 0.589 -0.896
F -3.2825 -5.7983 -0.0391 -2.536 2.517 2.327
F -5.4829 -4.8694 -0.0087 3.550 -0.702 2.372
H -1.6006 -4.3121 1.2232 -1.014 2.318 -0.019
H -1.8891 -3.5362 -1.1177 -0.090 0.569 0.845
H 0.1876 -3.3076 -2.6676 1.385 1.381 0.715
H -4.3691 -5.3771 1.8707 0.270 0.405 -2.828
C 5.0558 -2.3560 0.7162 0.117 -0.364 0.092
C 4.0700 -1.6318 -0.1868 0.112 0.280 0.621
C 4.5120 -0.2022 -0.4560 -0.043 0.217 -0.308
O 2.7851 -1.6206 0.4299 0.245 0.186 -0.139
H 5.1343 -1.8584 1.6893 0.031 0.124 -0.173
H 4.7185 -3.3796 0.9113 0.001 0.113 -0.147
H 6.0510 -2.3954 0.2626 -0.029 0.008 0.056
H 3.9738 -2.1720 -1.1349 -0.232 0.031 0.144
H 4.5714 0.3718 0.4756 0.096 -0.165 0.008
H 3.7869 0.3106 -1.0970 0.105 -0.113 0.009
H 5.4910 -0.1771 -0.9447 -0.056 0.052 0.052
H 2.8609 -1.1428 1.2725 -0.158 -0.263 -0.253
C 0.0136 1.0624 -3.5406 -0.106 -0.059 -0.353
C -0.6852 1.2424 -2.2025 0.693 -0.264 0.170
C 0.0327 2.2644 -1.3354 -0.141 0.238 0.294
O -0.7286 -0.0083 -1.5204 -0.194 0.242 -0.136
H 1.0380 0.6989 -3.4020 -0.062 0.139 0.088
H -0.5069 0.3151 -4.1491 -0.003 0.120 0.091
H 0.0494 2.0041 -4.0971 0.052 -0.052 0.008
H -1.7199 1.5618 -2.3675 0.045 -0.199 0.126
H 1.0578 1.9435 -1.1186 -0.026 -0.020 -0.187
H -0.4742 2.3746 -0.3707 0.007 0.046 -0.226
H 0.0690 3.2422 -1.8257 0.022 -0.050 0.068
H 0.1859 -0.2996 -1.3695 -0.267 0.168 -0.016
C 3.8228 -1.0368 5.1486 -0.143 -0.310 -0.129
C 5.2973 -0.8362 4.8367 -0.470 0.490 0.315
C 5.9881 -0.0258 5.9217 0.388 -0.033 0.114
O 5.4282 -0.1617 3.5879 0.131 0.152 -0.274
H 3.3007 -0.0753 5.2091 0.115 -0.031 0.088
H 3.3359 -1.6110 4.3532 0.061 0.024 0.168
H 3.6886 -1.5674 6.0964 -0.043 0.068 -0.101
H 5.7881 -1.8103 4.7360 -0.007 0.183 -0.210
H 5.5428 0.9716 6.0096 -0.115 -0.134 0.015
H 7.0458 0.1212 5.6778 -0.115 -0.090 0.038
H 5.9188 -0.5261 6.8927 -0.003 0.090 -0.074
H 4.9952 0.7044 3.6679 0.132 -0.411 0.009
C -6.0904 -3.6776 -2.9391 0.291 0.016 0.184
C -6.0789 -2.7220 -4.1215 -0.579 -0.294 0.349
C -7.2279 -1.7294 -4.0431 0.017 0.383 -0.093
O -6.1808 -3.4675 -5.3321 -0.015 -0.139 -0.431
H -7.0162 -4.2633 -2.9174 -0.049 0.142 -0.023
H -5.2654 -4.3939 -3.0153 -0.068 0.181 0.055
H -5.9976 -3.1357 -1.9927 0.014 -0.161 -0.105
H -5.1267 -2.1813 -4.1488 -0.104 -0.167 -0.181
H -8.1941 -2.2460 -4.0606 0.095 -0.066 0.122
H -7.2143 -1.0559 -4.9068 0.069 -0.056 0.130
H -7.1692 -1.1290 -3.1298 -0.042 -0.074 -0.096
H -7.0235 -3.9508 -5.3167 0.394 0.238 0.085
C -3.2147 3.7901 3.4740 -0.375 0.200 0.037
C -2.6808 3.2333 2.1639 0.580 -0.336 0.629
C -1.8628 1.9719 2.3902 -0.270 -0.109 -0.177
O -1.8668 4.2165 1.5298 0.161 0.569 -0.271
H -2.3943 4.0593 4.1487 0.019 -0.170 -0.048
H -3.7909 4.7045 3.2971 -0.002 -0.110 -0.010
H -3.8579 3.0627 3.9790 0.106 0.074 -0.022
H -3.5157 3.0145 1.4894 0.192 0.179 -0.059
H -0.9944 2.1766 3.0265 -0.107 0.074 0.099
H -1.4747 1.5892 1.4401 -0.212 -0.094 0.220
H -2.4654 1.1900 2.8627 0.278 0.037 -0.175
H -1.1227 4.4170 2.1215 -0.360 -0.235 -0.233
C 1.6372 5.6095 -3.0726 -0.361 -0.049 0.051
C 2.7717 4.9829 -2.2778 0.148 0.318 -0.534
C 3.9034 5.9727 -2.0527 0.220 0.045 0.309
O 3.2701 3.8477 -2.9811 0.096 -0.190 -0.069
H 1.9820 5.9294 -4.0623 0.100 0.063 0.112
H 0.8352 4.8820 -3.2376 0.122 0.113 0.106
H 1.2214 6.4768 -2.5503 0.014 -0.071 -0.088
H 2.3937 4.6301 -1.3121 0.097 -0.166 -0.209
H 4.3286 6.3056 -3.0063 -0.160 0.025 0.008
H 4.7182 5.5044 -1.4902 -0.170 0.048 -0.020
H 3.5557 6.8510 -1.4998 0.065 -0.053 -0.072
H 3.6079 4.1514 -3.8399 -0.180 -0.103 0.394
```
Positions in Å, forces in eV/Å.

Results
Frontier orbital gap (eV): 7.076
LUMO energy (eV): 2.3
Charge: -1
2S+1: 1